(1)
{
  "formula": "C5H15N2O",
  "method": "wB97M-V/def2-TZVPD",
  "total_charge": 2,
  "total_energy_ha": -383.5504,
  "de_lowest_kj_mol": 157.3,
  "homo_energy_ha": [-0.6585, -0.7283],
  "homo_lumo_gap_ev": [10.7, 9.4],
  "spin_multiplicity": 2,
  "s2": 0.772,
  "mol_weight_g_mol": 119.19,
  "elements": ["C", "C", "C", "C", "N", "C", "N", "H", "H", "H", "H", "H", "H", "H", "H", "H", "H", "H", "H", "H", "H", "H", "O"],
  "xyz": [[-1.764, -1.854, -0.839], [-1.665, -0.385, -0.230], [-0.313, 0.265, -0.245], [-0.147, 1.372, 0.559], [0.998, 2.082, 0.348], [1.150, 3.407, 0.948], [-0.557, -2.695, -0.384], [-2.625, -2.419, -0.463], [-1.879, -1.791, -1.917], [-2.198, 0.321, -0.812], [-2.041, -0.429, 0.817], [0.279, -0.046, -1.106], [-0.720, 1.699, 1.377], [1.601, 1.854, -0.323], [1.083, 3.424, 2.005], [2.056, 3.913, 0.557], [0.457, 4.133, 0.522], [-0.661, -3.734, -0.577], [-0.680, -2.631, 0.547], [0.259, -2.096, -0.728], [2.348, -2.076, 0.273], [2.081, -0.614, 0.062], [1.747, -1.507, -0.143]],
  "forces_ev_per_angstrom": [[-0.60, 0.49, 0.29], [1.01, -2.46, 1.53], [-2.10, -0.67, -0.29], [4.27, 0.05, -1.83], [-4.90, 1.83, 4.28], [1.17, 1.37, -1.85], [-1.28, 0.53, -4.76], [-0.07, 0.62, -0.05], [0.52, -0.35, -0.13], [-1.45, 0.40, -0.68], [-0.08, 0.36, -0.73], [0.51, 0.84, 0.39], [-1.11, 0.19, 0.68], [2.90, -1.29, -3.54], [0.05, -0.25, 0.98], [0.09, -0.93, 0.72], [-0.89, -0.44, 0.08], [0.62, 1.56, -0.59], [0.48, 0.27, 4.45], [0.01, -2.11, 0.92], [1.63, -1.67, 0.94], [0.01, -0.67, -0.16], [-0.78, 2.30, -0.64]]
}

***

(2)
{
  "formula": "C5H15N2O",
  "method": "wB97M-V/def2-TZVPD",
  "total_charge": 2,
  "total_energy_ha": -383.5136,
  "de_lowest_kj_mol": 254.1,
  "homo_energy_ha": [-0.6870, -0.6869],
  "homo_lumo_gap_ev": [11.6, 6.4],
  "spin_multiplicity": 2,
  "s2": 0.754,
  "mol_weight_g_mol": 119.19,
  "elements": ["N", "C", "C", "C", "O", "C", "N", "C", "H", "H", "H", "H", "H", "H", "H", "H", "H", "H", "H", "H", "H", "H", "H"],
  "xyz": [[1.052, 1.384, 0.472], [0.513, -0.040, 0.307], [1.296, -0.790, -0.805], [0.856, -2.231, -0.760], [0.867, -0.074, -1.952], [-1.004, 0.316, -0.230], [-1.786, 0.972, 0.753], [-1.871, 0.481, 2.106], [1.652, 1.672, -0.315], [1.692, 1.616, 1.255], [0.288, 2.056, 0.531], [0.532, -0.610, 1.216], [2.397, -0.609, -0.765], [0.533, -2.669, -1.726], [0.088, -2.543, -0.063], [1.679, -2.940, -0.624], [0.986, -0.525, -2.791], [-1.440, -0.665, -0.419], [-0.799, 0.775, -1.203], [-2.729, 1.208, 0.414], [-2.754, 0.881, 2.616], [-1.926, -0.636, 2.128], [-1.028, 0.916, 2.693]],
  "forces_ev_per_angstrom": [[1.41, 0.63, 0.57], [-1.11, 1.24, -1.32], [-0.56, 0.79, -0.28], [0.68, -2.17, -1.27], [-0.25, 0.47, -0.36], [3.55, -1.33, 0.64], [-2.09, -1.56, -0.36], [0.28, 0.78, 1.27], [-0.50, -0.28, -0.49], [-0.47, -0.73, 0.15], [0.21, 0.25, -0.05], [0.10, 0.19, 0.68], [-0.65, -0.55, 0.68], [-0.21, 0.98, 0.09], [-0.17, 0.43, 0.39], [0.24, 0.43, 0.66], [0.32, -0.31, -0.07], [-0.60, -0.27, -0.18], [-0.88, 0.44, 0.24], [0.40, 0.84, -0.22], [0.00, -0.08, -0.44], [0.44, 0.65, -0.07], [-0.15, -0.83, -0.25]]
}

***

(3)
{
  "formula": "C5H15N2O3",
  "method": "wB97M-V/def2-TZVPD",
  "total_charge": -1,
  "total_energy_ha": -534.7718,
  "de_lowest_kj_mol": 27.7,
  "homo_energy_ha": -0.1470,
  "homo_lumo_gap_ev": 7.8,
  "mol_weight_g_mol": 151.19,
  "elements": ["C", "O", "C", "C", "C", "C", "N", "N", "H", "H", "H", "H", "H", "H", "H", "H", "H", "H", "H", "H", "H", "O", "H", "H", "O"],
  "xyz": [[0.449, 1.424, -1.352], [1.607, 1.372, -0.562], [0.268, 0.180, -2.283], [-0.614, -1.000, -1.761], [-0.385, -1.429, -0.356], [-1.408, -1.469, 0.517], [-1.297, -1.790, 1.885], [0.939, -1.807, -0.040], [0.609, 2.292, -2.026], [-0.473, 1.589, -0.758], [1.266, -0.201, -2.472], [-0.116, 0.513, -3.248], [-0.452, -1.839, -2.445], [-1.652, -0.678, -1.892], [-2.413, -1.280, 0.170], [-0.325, -1.813, 2.187], [-1.750, -1.086, 2.466], [1.143, -1.703, 0.946], [1.591, -1.160, -0.478], [1.423, 1.210, 0.504], [2.078, 1.416, 2.298], [1.333, 0.970, 1.875], [0.099, 1.678, 2.331], [-1.170, 2.416, 1.827], [-0.750, 2.195, 2.667]],
  "forces_ev_per_angstrom": [[0.46, -0.01, -0.37], [-0.47, -0.48, 0.37], [0.06, -0.04, 0.92], [-0.02, 0.68, -0.86], [-0.48, 0.13, 0.55], [0.72, 0.22, -0.35], [0.11, -0.15, 0.57], [0.16, 0.25, -0.05], [-0.49, -0.16, 0.12], [0.27, -0.03, -0.14], [0.35, 0.03, -0.09], [-0.20, -0.07, -0.08], [-0.01, -0.10, -0.07], [-0.05, -0.23, 0.22], [-0.04, 0.15, -0.03], [-0.28, 0.08, -0.07], [0.11, -0.13, -0.23], [-0.10, 0.04, 0.10], [-0.07, 0.03, -0.06], [0.21, 0.01, -0.47], [-0.22, -0.10, -0.17], [0.18, -0.17, 0.03], [-0.28, 0.24, 0.47], [-0.05, 0.06, 0.23], [0.13, -0.24, -0.54]]
}

***

(4)
{
  "formula": "C5H15N2OS",
  "method": "wB97M-V/def2-TZVPD",
  "total_charge": -1,
  "total_energy_ha": -782.3944,
  "de_lowest_kj_mol": 241.0,
  "homo_energy_ha": -0.1026,
  "homo_lumo_gap_ev": 6.4,
  "mol_weight_g_mol": 151.25,
  "elements": ["C", "N", "C", "C", "S", "C", "N", "C", "H", "H", "H", "H", "H", "H", "H", "H", "H", "H", "H", "H", "H", "H", "H", "O"],
  "xyz": [[0.107, -0.590, -0.343], [0.799, 0.446, 0.508], [1.930, -0.009, 1.309], [1.658, -1.085, 2.439], [0.290, -0.663, 3.633], [-0.632, 0.328, -1.433], [0.198, 1.526, -2.092], [-1.187, -0.488, -2.634], [0.884, -1.098, -0.914], [-0.850, -1.053, 0.236], [0.018, 0.733, 0.979], [2.777, -0.400, 0.688], [2.338, 0.960, 1.769], [2.584, -1.270, 2.960], [1.249, -2.041, 1.863], [-1.528, 0.865, -0.933], [0.127, 2.276, -1.425], [1.086, 1.359, -2.003], [-0.286, -0.797, -3.250], [-1.816, 0.176, -3.361], [-1.811, -1.176, -2.211], [-2.523, 1.392, 1.603], [-2.367, -0.034, 1.349], [-3.044, 0.642, 1.262]],
  "forces_ev_per_angstrom": [[-1.68, 3.28, -0.31], [1.53, -2.72, -2.70], [0.45, 0.70, 1.83], [-2.29, -0.45, -1.86], [0.51, 0.19, -0.70], [-0.52, 1.95, -1.06], [-7.18, -0.54, 0.76], [1.83, 3.72, -1.71], [-0.40, -1.15, 0.48], [2.81, -0.17, -1.34], [-1.45, 1.48, 2.79], [-0.88, 0.30, -0.10], [-0.45, -1.36, -0.26], [0.33, -0.34, 0.07], [1.31, 1.57, 1.12], [1.45, -0.91, -0.61], [-0.44, 0.43, 0.25], [6.59, -1.90, 0.38], [-1.25, -0.40, 0.76], [1.10, -0.98, 1.47], [-1.41, -2.65, 0.49], [-0.57, -0.14, -0.07], [-0.01, -0.64, 0.21], [0.62, 0.73, 0.11]]
}